1.
Density functional theory data (the ωB97M-V functional and the def2-TZVPD basis) for 9 unconnected molecules or ions with the total composition C18H27N9 at a distorted geometry.

## Properties
* energy: -1194.78873 a.u.
* ΔE to the lowest compared entry with this formula, charge and spin: 0.733 eV
* charge: 0
* 2S+1: 1
* SMILES string: CC#N.CC#N.CC#N.CC#N.CC#N.CC#N.CC#N.CC#N.CC#N
* lowest unoccupied orbital energy: 0.001 Eh
* HOMO energy: -10.8 eV
* Kohn-Sham gap: 10.85 eV

Each line ends with the natural charge from an NBO analysis.
Positions of all 54 atoms, in Å:
C  16.35  -8.61  -6.77  -0.7219
C  15.62  -8.22  -5.57  0.3202
N  15.03  -7.88  -4.64  -0.3738
H  16.76  -9.61  -6.62  0.2576
H  17.19  -7.92  -6.87  0.2575
H  15.72  -8.57  -7.65  0.2647
C  14.11  -5.05  -3.35  -0.7348
C  13.72  -4.66  -4.70  0.3211
N  13.53  -4.32  -5.78  -0.3854
H  13.44  -5.67  -2.76  0.2705
H  14.25  -4.11  -2.82  0.2506
H  15.08  -5.52  -3.47  0.2765
C  12.99  -4.13  0.37  -0.7253
C  13.66  -5.07  1.27  0.2865
N  14.13  -5.81  2.01  -0.3328
H  13.48  -4.22  -0.60  0.2569
H  13.11  -3.10  0.70  0.2452
H  11.93  -4.38  0.31  0.2680
C  12.55  -3.51  -8.72  -0.7313
C  12.63  -3.49  -10.16  0.3002
N  12.70  -3.46  -11.31  -0.3545
H  11.75  -2.82  -8.42  0.2521
H  13.45  -3.07  -8.29  0.2705
H  12.38  -4.47  -8.25  0.2589
C  16.75  -3.21  1.05  -0.7243
C  16.55  -3.61  -0.36  0.3234
N  16.36  -3.99  -1.42  -0.3877
H  16.67  -4.14  1.63  0.2762
H  15.92  -2.57  1.32  0.2535
H  17.75  -2.83  1.17  0.2613
C  10.27  -8.68  -0.98  -0.7271
C  10.69  -7.33  -1.30  0.3443
N  11.02  -6.27  -1.56  -0.4035
H  10.07  -8.79  0.08  0.2621
H  11.01  -9.38  -1.35  0.2658
H  9.32  -8.87  -1.48  0.2613
C  17.93  -7.26  -2.38  -0.7266
C  17.87  -8.35  -1.40  0.2889
N  17.84  -9.19  -0.63  -0.3376
H  17.06  -7.28  -3.03  0.2631
H  18.83  -7.42  -2.98  0.2478
H  17.92  -6.32  -1.84  0.2612
C  10.82  -3.33  -2.79  -0.7230
C  9.68  -3.38  -3.70  0.2891
N  8.79  -3.39  -4.43  -0.3324
H  11.49  -4.10  -3.17  0.2629
H  10.55  -3.70  -1.80  0.2591
H  11.18  -2.31  -2.71  0.2443
C  13.94  -0.69  -5.52  -0.7291
C  14.03  -0.65  -6.97  0.2938
N  14.11  -0.63  -8.12  -0.3321
H  13.66  -1.68  -5.18  0.2646
H  13.27  0.08  -5.14  0.2516
H  14.90  -0.39  -5.09  0.2519



2.
Density functional theory data (the ωB97M-V functional and the def2-TZVPD basis) for C6H10 in the gas phase at a distorted geometry.

## Properties
* energy: -234.51048 a.u.
* ΔE to the lowest compared entry with this formula, charge and spin: 2.504 eV
* charge: 0
* 2S+1: 1
* SMILES string: C=CCC(=C)C
* lowest unoccupied orbital energy: 0.039 Eh
* HOMO energy: -9.4 eV
* Kohn-Sham gap: 10.49 eV

Each line ends with the natural charge from an NBO analysis.
Positions of all 16 atoms, in Å:
C  0.24  -0.64  -1.76  -0.6735
C  -0.62  -0.77  -0.43  0.0490
C  -1.63  -1.64  -0.45  -0.4196
C  0.18  -0.16  0.83  -0.4831
C  0.33  1.34  0.67  -0.2059
C  1.26  1.99  1.36  -0.3731
H  1.04  -1.38  -2.00  0.2219
H  -0.48  -0.68  -2.64  0.2224
H  0.81  0.34  -1.68  0.2120
H  -1.74  -2.30  -1.33  0.1944
H  -2.14  -2.01  0.40  0.1970
H  1.04  -0.88  0.88  0.2396
H  -0.43  -0.28  1.84  0.2240
H  -0.03  1.81  -0.24  0.2072
H  1.65  1.71  2.38  0.1885
H  1.77  2.95  1.09  0.1993



3.
Density functional theory data (the ωB97M-V functional and the def2-TZVPD basis) for a molecular structure, C23H40NO3P2Pb at a distorted geometry.

## Properties
* energy: -2056.12076 a.u.
* ΔE to the lowest compared entry with this formula, charge and spin: 4.024 eV
* charge: +1
* 2S+1: 1
* lowest unoccupied orbital energy: -0.154 Eh
* HOMO energy: -9.4 eV
* Kohn-Sham gap: 5.18 eV

Each line ends with the natural charge from an NBO analysis.
Positions of all 70 atoms, in Å:
Pb  0.01  0.77  0.10  1.2112
P  2.13  -0.89  0.12  0.9186
C  2.08  -1.55  -1.51  -0.8053
C  0.88  -1.61  -2.24  0.2154
N  -0.30  -1.10  -1.68  -0.6584
C  -1.46  -1.33  -2.32  0.2197
C  -1.55  -1.99  -3.55  -0.3315
C  -0.36  -2.42  -4.15  -0.1465
C  0.84  -2.22  -3.52  -0.2409
C  -2.77  -0.91  -1.64  -0.7694
P  -2.84  0.78  -1.00  1.2995
H  1.80  -2.52  -3.94  0.2316
H  -2.52  -2.12  -4.00  0.2194
H  -0.41  -2.92  -5.11  0.2309
H  -3.59  -0.96  -2.39  0.2763
H  -3.03  -1.62  -0.83  0.2856
H  3.63  2.87  -3.28  0.4714
H  3.01  -1.83  -2.02  0.2481
H  -0.92  4.33  -2.97  0.4597
O  3.95  2.24  -2.66  -0.9452
H  4.85  2.56  -2.48  0.4766
H  -1.83  0.95  0.13  -0.0462
O  -0.21  4.05  -3.51  -0.9185
H  0.29  3.42  -2.96  0.4647
C  -2.94  1.92  -2.38  -0.9705
H  -3.89  1.73  -2.92  0.2940
H  -2.96  2.94  -1.98  0.2706
H  -2.10  1.80  -3.08  0.2983
C  -4.21  0.98  0.11  -0.9696
H  -4.06  1.92  0.66  0.2731
H  -5.13  1.06  -0.49  0.2644
H  -4.27  0.15  0.82  0.2948
C  1.98  -2.34  1.21  -0.9515
H  2.99  -2.65  1.50  0.2456
H  1.37  -2.12  2.11  0.2611
H  1.50  -3.13  0.63  0.2602
C  3.82  -0.28  0.37  -0.9375
H  3.91  0.22  1.35  0.2498
H  4.47  -1.16  0.32  0.2496
H  4.07  0.44  -0.43  0.2651
C  1.01  2.75  3.15  -0.6039
C  1.46  1.38  3.67  -0.2174
C  2.68  1.54  4.59  -0.6097
C  0.31  0.65  4.34  -0.1169
C  0.12  0.66  5.72  -0.1994
C  -0.99  0.05  6.31  -0.2463
C  -1.93  -0.59  5.50  -0.1947
C  -1.79  -0.64  4.12  -0.1150
C  -2.84  -1.36  3.27  -0.2214
C  -2.91  -2.85  3.61  -0.6004
C  -4.23  -0.73  3.45  -0.6072
C  -0.67  -0.01  3.51  0.4103
O  -0.55  -0.04  2.21  -0.9396
H  0.77  3.41  4.00  0.2232
H  0.10  2.68  2.53  0.1893
H  1.79  3.24  2.56  0.2026
H  1.78  0.77  2.81  0.1834
H  2.47  2.26  5.39  0.2092
H  2.94  0.57  5.03  0.2207
H  3.55  1.90  4.02  0.2074
H  0.85  1.17  6.36  0.2127
H  -1.12  0.07  7.39  0.2173
H  -2.80  -1.08  5.93  0.2047
H  -2.57  -1.27  2.21  0.1891
H  -3.27  -2.99  4.64  0.2096
H  -3.59  -3.36  2.93  0.2004
H  -1.92  -3.32  3.51  0.2162
H  -4.21  0.34  3.22  0.1964
H  -4.96  -1.21  2.79  0.1949
H  -4.56  -0.86  4.49  0.2206



- The lowest ΔE to the lowest compared entry with this formula, charge and spin belongs to which entry?
  C18H27N9



- Which of these has the highest ΔE to the lowest compared entry with this formula, charge and spin?
  C23H40NO3P2Pb



- Which value of 2S+1 does entry 1 give?
  1